1.
Formula: C3H7N3S
Source: the OMol25 dataset
Level of theory: ωB97M-V/def2-TZVPD

XYZ file:
```
14
C3H7N3S, DFT ωB97M-V/def2-TZVPD
S 2.059 -0.514 -0.368
N -1.092 -1.161 0.193
N 0.807 -0.315 0.743
N -2.462 -1.149 -0.254
C -0.453 0.028 0.212
C -0.768 1.326 -0.364
C -0.406 2.507 0.122
H -2.811 -2.104 -0.161
H 3.229 0.010 0.595
H -0.753 3.482 -0.235
H -2.981 -0.336 0.279
H -1.246 1.169 -1.441
H 0.549 -1.264 1.110
H 0.063 2.473 1.140
```

Values from the calculation:
* total energy: -18526.085 eV
* gap between HOMO and LUMO: 8.71 eV
* SMILES: C=C/C(=N\N)NS
* M: 117.2 g/mol
* E_HOMO: -8.3 eV
* energy relative to the best compared isomer or geometry (same formula, charge and spin): 101.1 kcal per mole

=====

2.
Formula: C5H16N3PS
Source: the OMol25 dataset
Level of theory: ωB97M-V/def2-TZVPD

XYZ file:
```
26
C5H16N3PS, DFT ωB97M-V/def2-TZVPD
S 0.769 1.899 1.172
P 0.264 0.298 0.195
N 0.775 -1.109 1.011
N 1.081 0.252 -1.294
N -1.439 0.255 -0.112
C -2.300 1.141 0.714
C 2.444 -0.310 -1.236
C 0.588 -1.361 2.477
C -2.017 -1.057 -0.521
C 1.000 1.548 -1.972
H -3.085 -1.090 -0.538
H 0.997 2.433 -1.326
H -1.918 -1.700 0.286
H 0.531 -0.445 3.010
H 0.384 -1.818 0.439
H -2.452 2.086 0.067
H 2.465 -1.383 -0.898
H 2.752 -0.313 -2.202
H 3.120 0.499 -0.783
H 1.367 -2.004 2.837
H 1.831 1.739 -2.606
H -1.573 -1.446 -1.443
H -0.485 -1.839 2.679
H -1.889 1.474 1.660
H 0.066 1.496 -2.580
H -3.273 0.753 0.964
```

Values from the calculation:
* total energy: -30038.599 eV
* gap between HOMO and LUMO: 8.97 eV
* SMILES: CNP(=S)(N(C)C)N(C)C
* M: 181.2 g/mol
* E_HOMO: -8.2 eV
* energy relative to the best compared isomer or geometry (same formula, charge and spin): 0.0 kcal per mole

=====

3.
Formula: C9H9O
Source: the OMol25 dataset
Level of theory: ωB97M-V/def2-TZVPD

XYZ file:
```
19
C9H9O, DFT ωB97M-V/def2-TZVPD
O -1.687 0.074 1.104
C 0.175 -0.165 -0.223
C -0.625 0.604 0.696
C -1.986 -1.159 0.451
C -0.256 1.898 1.127
C 1.073 0.522 -1.175
C -0.613 -1.471 -0.324
C 0.588 -1.525 0.511
C 1.324 1.820 -0.864
C 0.715 2.411 0.315
H -0.705 2.367 1.938
H 1.203 3.316 0.413
H -2.298 -2.022 1.124
H 1.369 -2.134 0.230
H 0.257 -1.432 1.535
H 1.983 2.590 -1.292
H -0.802 -2.052 -1.242
H -2.713 -1.063 -0.368
H 1.365 -0.055 -2.010
```

Values from the calculation:
* total energy: -11516.953 eV
* gap between HOMO and LUMO: 8.59 eV
* M: 133.2 g/mol
* total charge: +1
* E_HOMO: -13.8 eV
* energy relative to the best compared isomer or geometry (same formula, charge and spin): 14.6 kcal per mole

=====

Q: energy relative to the best compared isomer or geometry (same formula, charge and spin) of number 2 (C5H16N3PS)?
A: 0.0 kcal per mole